{"formula": "C16H30BBrN2O12Sr", "method": "ωB97M-V with the def2-TZVPD basis set", "relative_energy_kj_mol": 0.0, "lumo_energy_ev": -0.1, "gap_ev": 8.7818, "e_tot_ev": -116192.339, "fmax_ev_per_a": 1.616, "total_charge": 0, "homo_energy_ev": -8.843, "species": ["Sr", "O", "C", "O", "B", "O", "C", "O", "O", "C", "O", "C", "O", "O", "Br", "C", "O", "C", "C", "N", "C", "C", "O", "C", "H", "H", "H", "H", "H", "H", "H", "H", "H", "H", "H", "H", "H", "H", "H", "C", "O", "C", "C", "N", "C", "C", "O", "C", "H", "H", "H", "H", "H", "H", "H", "H", "H", "H", "H", "H", "H", "H", "H"], "xyz": [[1.26539, -0.34625, 0.58952], [-4.55006, 2.49082, -5.48612], [-4.23910, 2.14159, -4.39496], [-3.61194, 1.00699, -4.07488], [-3.44253, 0.93775, -2.63493], [-3.98071, 2.17520, -2.08697], [-4.48232, 2.91659, -3.07380], [-4.97530, 3.99260, -2.96754], [-2.00222, 0.78845, -2.25899], [-1.86578, -0.25629, -1.49056], [-0.85951, -0.57947, -0.91561], [-3.22540, -0.96829, -1.36906], [-4.09569, -0.26749, -2.05472], [-3.40186, -1.96384, -0.72233], [4.09197, -0.84471, 1.35726], [1.84438, 2.01405, 3.23644], [1.32105, 1.94578, 1.91364], [1.92869, 2.94438, 1.12485], [1.51537, 2.82164, -0.33658], [2.10154, 1.57718, -0.86311], [1.66354, 1.26378, -2.22736], [2.21525, -0.07323, -2.70839], [2.16135, -1.08381, -1.71254], [2.74898, -2.28638, -2.11989], [2.89989, 1.73056, 3.25518], [1.27288, 1.32138, 3.85181], [1.72822, 3.01798, 3.65432], [3.02619, 2.87347, 1.16861], [1.70818, 3.98235, 1.41217], [1.88812, 3.67669, -0.91057], [0.42621, 2.80837, -0.39415], [3.11185, 1.69917, -0.85706], [2.00533, 1.98234, -2.98309], [0.57312, 1.24065, -2.23143], [3.26566, 0.05797, -3.00215], [1.65146, -0.37096, -3.60027], [2.89206, -2.91941, -1.25020], [3.71881, -2.11101, -2.59969], [2.12314, -2.81388, -2.85461], [-0.14572, -3.48164, -0.58591], [0.67912, -2.84717, 0.37640], [0.70216, -3.60180, 1.58131], [1.16998, -2.74852, 2.74908], [0.57589, -1.40924, 2.82661], [-0.88713, -1.36603, 2.95863], [-1.40602, 0.06122, 2.87834], [-1.08464, 0.59662, 1.60755], [-1.90099, 1.70317, 1.27130], [0.01872, -2.99520, -1.54283], [-1.20442, -3.37542, -0.33079], [0.09890, -4.54576, -0.66038], [1.38415, -4.44333, 1.43175], [-0.29056, -4.01644, 1.79651], [2.25756, -2.63966, 2.66605], [1.10479, -3.33906, 3.67628], [0.95435, -1.05173, 3.70181], [-1.25963, -1.80082, 3.89471], [-1.35498, -1.89433, 2.12334], [-0.99586, 0.70060, 3.67076], [-2.49352, -0.01340, 3.00033], [-2.93966, 1.39446, 1.11570], [-1.52047, 2.13152, 0.34802], [-1.87823, 2.45930, 2.06317]], "forces_ev_per_a": [[-0.16, -0.30, -0.23], [-0.04, 0.10, -0.25], [-0.06, -0.11, 0.20], [0.04, -0.05, 0.04], [-0.26, 0.01, -0.29], [-0.01, -0.13, 0.23], [0.24, 0.02, -0.20], [-0.17, 0.17, 0.07], [0.16, -0.10, 0.16], [-0.35, 0.39, -0.15], [0.67, -0.17, 0.09], [-0.01, -0.15, 0.15], [0.12, 0.00, 0.09], [-0.06, 0.07, -0.09], [-0.15, 0.14, 0.05], [-0.06, -0.17, 0.29], [0.35, 0.65, 0.09], [0.61, 0.94, -1.17], [0.52, -0.46, 0.33], [-0.18, 0.58, -0.66], [-0.02, -0.47, -0.02], [0.31, 0.05, -0.13], [-0.51, 0.74, 0.07], [0.31, -0.62, -0.57], [-0.01, -0.04, -0.07], [0.04, -0.02, -0.03], [-0.04, 0.02, -0.10], [-0.06, -0.24, 0.17], [-0.37, -0.29, 0.58], [-0.18, 0.20, 0.19], [-0.01, -0.16, -0.23], [0.00, -0.26, 0.14], [-0.18, 0.23, 0.15], [0.00, 0.06, -0.03], [-0.02, -0.07, 0.01], [0.04, -0.08, 0.02], [-0.01, 0.07, 0.12], [0.01, 0.06, 0.18], [-0.04, 0.11, 0.11], [-0.31, -0.11, -0.36], [-0.13, 0.00, 0.44], [-0.21, 0.01, 0.30], [1.09, -0.80, -0.05], [-0.22, -0.46, 0.99], [-0.21, 0.23, -0.15], [-0.06, -0.43, -0.10], [-0.16, -0.26, 0.24], [-0.03, 0.10, 0.04], [0.06, 0.00, 0.00], [0.06, 0.03, 0.06], [0.11, 0.05, -0.04], [0.02, -0.06, 0.25], [-0.06, 0.10, -0.22], [-0.11, 0.46, -0.27], [-0.65, 0.05, -0.09], [0.07, 0.40, -0.27], [0.13, -0.14, -0.04], [0.15, -0.14, 0.04], [-0.05, 0.00, 0.02], [0.02, 0.26, 0.02], [0.02, -0.04, -0.01], [-0.04, 0.01, -0.03], [0.06, 0.02, -0.06]]}